Record 1
Computed, not measured: C23H12Br2N4O5S5Sn as an isolated structure, with ωB97M-V/def2-TZVPD.

Geometry as XYZ:
```
52
Properties=species:S:1:pos:R:3:mulliken_charge:R:1
Sn -0.750 -0.540 0.482 1.101
Br 1.898 -4.945 0.970 -0.225
C 2.822 -3.323 0.636 -0.030
C 4.110 -3.374 0.102 -0.435
C 4.805 -2.219 -0.139 0.033
Br 6.563 -2.358 -0.886 -0.313
C 4.239 -0.953 0.133 1.035
C 4.882 0.287 -0.084 -0.758
C 4.224 1.452 0.192 -0.614
C 2.911 1.392 0.695 -0.644
N 2.289 0.263 0.922 -0.374
C 2.919 -0.906 0.660 0.167
C 2.155 -2.121 0.943 0.197
O 0.987 -2.050 1.440 -0.856
H 4.556 -4.333 -0.126 0.401
H 5.889 0.300 -0.477 0.283
H 4.693 2.414 0.027 0.405
H 2.362 2.306 0.911 0.673
N 0.044 0.745 -1.292 -0.576
C 0.421 1.843 -1.465 0.718
N 0.862 2.981 -1.828 -0.706
C 1.116 4.087 -1.177 0.589
N 1.384 5.115 -0.701 -0.654
C -2.076 -3.396 2.674 -0.375
S -2.513 -4.470 1.272 -0.075
C -3.515 -3.430 0.281 0.036
C -3.113 -2.697 -0.786 -0.049
S -1.503 -2.410 -1.350 -0.285
S -4.428 -1.956 -1.682 -0.075
C -5.753 -2.501 -0.735 0.097
S -7.344 -2.162 -1.055 -0.345
S -5.238 -3.451 0.601 -0.142
H -1.799 -4.062 3.492 0.338
H -2.936 -2.794 2.959 0.288
H -1.225 -2.770 2.422 -0.143
O -2.308 1.616 1.913 -0.703
C -3.073 1.283 0.992 0.319
O -3.125 0.142 0.416 -0.575
C -4.031 2.324 0.448 0.198
C -4.221 2.422 -0.924 -0.499
C -5.076 3.382 -1.475 -0.989
C -5.732 4.201 -0.593 1.020
O -6.623 5.220 -0.872 -0.510
C -7.049 5.721 0.389 -0.216
O -6.342 5.034 1.413 -0.518
C -5.556 4.095 0.769 1.053
C -4.705 3.178 1.327 -1.045
H -3.694 1.729 -1.567 0.454
H -5.227 3.469 -2.544 0.398
H -8.123 5.552 0.508 0.241
H -6.832 6.790 0.448 0.232
H -4.546 3.108 2.396 0.450
```

electronic energy: -240339.8058 eV
highest occupied orbital energy: -2.55 eV
charge: -2
energy above the lowest of the compared OMol25 structures with the same formula, charge and spin: 33.9 kcal/mol
E_LUMO: 3.7 eV
2S+1: 1

***

Record 2
Computed, not measured: a 2-piece molecular cluster, C5H13NO overall at a distorted geometry, with ωB97M-V/def2-TZVPD.

Geometry as XYZ:
```
20
Properties=species:S:1:pos:R:3:mulliken_charge:R:1
C -0.024 2.661 0.185 -0.919
C 0.554 1.619 -0.453 -0.197
C -0.067 0.780 -1.493 -0.445
C -0.532 -0.559 -0.975 -0.610
N 0.542 -1.399 -0.477 -0.435
C 0.104 -2.662 0.102 -0.925
H -1.074 2.861 -0.015 0.260
H 0.489 3.385 0.834 0.327
H 1.508 1.343 0.055 0.398
H 0.763 0.780 -2.365 0.239
H -0.974 1.190 -1.936 0.327
H -0.951 -1.177 -1.769 0.475
H -1.363 -0.279 -0.272 0.258
H 0.956 -0.918 0.330 0.288
H -0.737 -2.592 0.848 0.279
H -0.258 -3.363 -0.652 0.331
H 1.006 -3.114 0.496 0.354
O -0.149 0.111 2.383 -0.613
H 0.289 0.346 3.220 0.301
H -0.081 0.985 1.953 0.308
```

electronic energy: -8931.8713 eV
highest occupied orbital energy: -8.86 eV
energy above the lowest of the compared OMol25 structures with the same formula, charge and spin: 49.3 kcal/mol
E_LUMO: 0.8 eV
2S+1: 1
SMILES string: C=CCCNC.O

***

Record 3
Computed, not measured: a 2-piece molecular cluster, C9H18ClN2O overall at a distorted geometry, with ωB97M-V/def2-TZVPD.

Geometry as XYZ:
```
31
Properties=species:S:1:pos:R:3:mulliken_charge:R:1
C 4.588 0.858 -0.128 -1.087
C 3.600 0.113 0.310 0.677
C 2.242 0.019 -0.228 0.532
C 3.893 -0.968 1.415 -1.212
C -1.434 1.345 0.760 -0.605
C -3.514 0.216 1.204 -0.931
C -2.832 0.534 -1.113 -0.994
C 0.720 -1.284 -1.457 -0.592
C -1.576 -0.961 0.265 -0.339
N 1.882 -1.161 -0.780 0.017
N -2.330 0.242 0.216 0.062
O 1.488 0.982 -0.372 -0.708
Cl -2.379 -2.352 -0.302 -0.096
H 5.573 0.665 0.235 0.314
H 4.339 1.631 -0.707 0.397
H 4.245 -1.987 1.037 0.281
H 2.843 -1.201 1.890 0.283
H 4.640 -0.655 2.214 0.390
H -0.333 1.351 0.391 0.172
H -1.773 2.302 0.315 0.357
H -1.361 1.273 1.819 0.426
H -3.998 1.126 1.206 0.465
H -4.198 -0.604 1.006 0.375
H -3.016 0.086 2.225 0.346
H -3.695 1.287 -1.196 0.321
H -2.127 0.749 -1.882 0.382
H -3.319 -0.311 -1.558 0.495
H 0.232 -0.292 -1.747 0.293
H 0.396 -2.299 -1.684 0.405
H -0.974 -1.108 1.176 0.391
H 2.439 -1.931 -0.638 0.180
```

electronic energy: -27163.5524 eV
highest occupied orbital energy (alpha / beta): -10.64 / -12.36 eV
charge: +1
energy above the lowest of the compared OMol25 structures with the same formula, charge and spin: 0.0 kcal/mol
E_LUMO (alpha / beta): -4.4 / -3.3 eV
2S+1: 1

***

Record 4
Computed, not measured: C21H40NOReS3Si2 as an isolated structure at a distorted geometry, with ωB97M-V/def2-TZVPD.

Geometry as XYZ:
```
69
Properties=species:S:1:pos:R:3:mulliken_charge:R:1
Re 0.481 0.077 0.234 0.649
C -0.080 -3.144 0.946 -1.051
C 1.358 -3.027 1.418 -0.905
S 1.843 -1.270 1.622 0.064
C 3.437 -1.224 0.759 -0.964
C 3.305 -1.440 -0.727 -0.792
S 1.968 -0.389 -1.441 -0.127
C 1.210 -1.656 -2.519 -0.922
C 0.513 -2.776 -1.778 -1.159
S -0.495 -2.048 -0.436 0.277
H -0.769 -2.834 1.733 0.219
H -0.326 -4.171 0.674 0.640
H 2.053 -3.509 0.731 0.435
H 1.463 -3.516 2.386 0.597
H 4.144 -1.922 1.210 0.541
H 3.795 -0.213 0.961 0.372
H 3.085 -2.478 -0.976 0.399
H 4.239 -1.179 -1.226 0.539
H 1.992 -2.046 -3.175 0.561
H 0.513 -1.096 -3.144 0.387
H 1.220 -3.489 -1.356 0.585
H -0.139 -3.323 -2.458 0.520
C -2.328 2.429 2.374 -0.874
Si -3.115 0.822 1.842 -0.117
C -2.629 -0.640 2.912 -0.433
C -4.975 1.008 1.976 -1.182
C -2.648 0.474 0.053 1.064
C -2.045 1.493 -0.818 -0.447
C -2.796 2.519 -1.398 -0.663
C -2.209 3.368 -2.312 -0.978
C -0.873 3.176 -2.646 -0.945
C -0.175 2.184 -1.999 -0.335
N -0.729 1.370 -1.083 0.438
Si -3.649 -0.767 -0.990 0.258
C -2.770 -1.041 -2.629 -0.587
C -4.014 -2.346 -0.058 -0.897
C -5.305 0.008 -1.422 -1.227
H -2.483 2.601 3.441 0.391
H -2.780 3.267 1.840 0.361
H -1.256 2.461 2.181 0.158
H -2.849 -0.445 3.963 0.415
H -1.568 -0.873 2.823 -0.250
H -3.182 -1.533 2.619 0.332
H -5.239 1.271 3.003 0.383
H -5.501 0.086 1.729 0.318
H -5.355 1.797 1.326 0.341
H -3.834 2.629 -1.121 0.655
H -2.782 4.166 -2.764 0.485
H -0.372 3.797 -3.374 0.484
H 0.879 2.024 -2.190 0.450
H -1.696 -0.873 -2.563 -0.280
H -3.155 -0.346 -3.377 0.363
H -2.937 -2.054 -2.998 0.390
H -3.130 -2.955 0.119 0.150
H -4.723 -2.937 -0.642 0.442
H -4.487 -2.141 0.902 0.285
H -5.195 0.976 -1.911 0.346
H -5.950 0.137 -0.555 0.324
H -5.820 -0.649 -2.127 0.399
C 0.603 1.109 3.496 -0.443
O 1.133 2.016 2.522 -0.390
C 1.077 1.735 1.223 0.895
C 1.559 2.974 0.507 -1.398
H 1.418 0.544 3.941 0.345
H -0.113 0.434 3.033 -0.124
H 0.113 1.716 4.253 0.334
H 1.998 3.693 1.199 0.436
H 0.703 3.446 0.018 0.191
H 2.281 2.730 -0.272 0.271
```

electronic energy: -76349.3605 eV
highest occupied orbital energy (alpha / beta): -9.86 / -9.71 eV
charge: +1
energy above the lowest of the compared OMol25 structures with the same formula, charge and spin: 31.5 kcal/mol
E_LUMO (alpha / beta): -2.4 / -3.9 eV
2S+1: 2

***

Record 5
Computed, not measured: a 3-piece molecular cluster, C2H9NO4 overall, with ωB97M-V/def2-TZVPD.

Geometry as XYZ:
```
16
Properties=species:S:1:pos:R:3:mulliken_charge:R:1
C -0.261 0.404 -2.749 -0.811
N -0.282 -0.066 -1.381 -0.101
C -1.271 0.110 -0.479 0.652
O -1.646 -0.719 0.328 -0.659
O -1.853 1.335 -0.549 -0.489
H -0.739 -0.287 -3.439 0.274
H 0.759 0.591 -3.072 0.297
H -0.788 1.360 -2.787 0.305
H 0.352 -0.810 -1.127 0.233
H -2.294 1.472 0.299 0.325
O 0.748 -2.217 0.353 -0.678
H 1.033 -3.099 0.621 0.310
H -0.173 -2.105 0.640 0.343
O 3.644 1.253 3.627 -0.641
H 3.178 1.964 4.088 0.319
H 3.205 0.446 3.943 0.322
```

electronic energy: -11900.7280 eV
highest occupied orbital energy: -9.68 eV
energy above the lowest of the compared OMol25 structures with the same formula, charge and spin: 2.3 kcal/mol
E_LUMO: 0.6 eV
2S+1: 1
SMILES string: CNC(=O)O.O.O

***

Record 6
Computed, not measured: one molecule with the formula C4H5NO, with ωB97M-V/def2-TZVPD.

Geometry as XYZ:
```
11
Properties=species:S:1:pos:R:3:mulliken_charge:R:1
O 1.641 0.903 -0.606 -0.562
C 0.644 0.464 0.280 0.272
C -0.788 0.638 -0.190 -0.477
C 0.432 -1.004 0.446 -0.873
C -0.882 -1.129 -0.017 0.564
N -1.995 -1.352 -0.426 -0.430
H 1.826 0.158 -1.195 0.374
H 0.789 1.019 1.215 0.294
H -1.517 1.084 0.481 0.293
H -0.954 0.839 -1.246 0.297
H 0.804 -1.619 1.259 0.248
```

electronic energy: -7761.7337 eV
highest occupied orbital energy (alpha / beta): -8.34 / -8.35 eV
energy above the lowest of the compared OMol25 structures with the same formula, charge and spin: 110.5 kcal/mol
E_LUMO (alpha / beta): -1.3 / -1.3 eV
2S+1: 1

***

Record 7
Computed, not measured: an isolated ion of composition C5H12NO2 and charge -1 at a distorted geometry, with ωB97M-V/def2-TZVPD.

Geometry as XYZ:
```
20
Properties=species:S:1:pos:R:3:mulliken_charge:R:1
O -0.819 1.585 3.461 -0.893
C -0.355 0.570 2.739 -0.334
N 0.339 1.069 1.474 -0.407
C -0.366 0.793 0.278 -0.772
C -0.183 -0.658 -0.217 -0.360
C 0.926 -0.861 -1.239 -0.772
C 0.499 -0.525 -2.661 -0.486
O 0.129 -1.683 -3.436 -0.574
H 0.411 -0.007 3.312 0.200
H -1.086 -0.186 2.362 0.144
H 0.574 1.995 1.684 0.248
H -0.074 1.466 -0.544 0.442
H -1.453 0.995 0.335 0.316
H -0.108 -1.267 0.670 0.418
H -1.137 -0.931 -0.692 0.209
H 1.824 -0.277 -1.049 0.360
H 1.205 -1.915 -1.210 0.311
H 1.279 0.009 -3.197 0.341
H -0.362 0.134 -2.720 0.293
H -0.552 -2.129 -2.922 0.316
```

electronic energy: -10963.6854 eV
highest occupied orbital energy: -2.44 eV
charge: -1
energy above the lowest of the compared OMol25 structures with the same formula, charge and spin: 76.2 kcal/mol
E_LUMO: 3.2 eV
2S+1: 1
SMILES string: [O-]CNCCCCO

***

Record 8
Computed, not measured: a 2-piece molecular cluster, C4H8O2 overall, with ωB97M-V/def2-TZVPD.

Geometry as XYZ:
```
14
Properties=species:S:1:pos:R:3:mulliken_charge:R:1
C -1.776 -1.010 0.118 -1.062
C -0.964 0.189 -0.256 0.087
C -0.431 1.029 0.625 -0.333
O 0.517 1.972 0.309 -0.454
H -1.261 -1.918 -0.222 0.243
H -1.890 -1.087 1.204 0.301
H -2.769 -0.996 -0.344 0.324
H -0.717 0.308 -1.311 0.339
H -0.636 0.970 1.692 0.288
H 1.208 1.524 -0.201 0.274
C 2.190 -0.239 -0.404 -0.328
O 1.280 -1.019 -0.267 -0.345
H 2.442 0.194 -1.395 0.325
H 2.809 0.081 0.452 0.341
```

electronic energy: -8370.5124 eV
highest occupied orbital energy: -8.79 eV
energy above the lowest of the compared OMol25 structures with the same formula, charge and spin: 63.9 kcal/mol
E_LUMO: 0.3 eV
2S+1: 1
SMILES string: C/C=C/O.C=O

***

Record 9
Computed, not measured: C8H6BrNO3 as an isolated structure at a distorted geometry, with ωB97M-V/def2-TZVPD.

Geometry as XYZ:
```
19
Properties=species:S:1:pos:R:3:mulliken_charge:R:1
C 2.196 0.688 0.240 -0.234
C 1.645 0.904 -1.039 -0.680
C 1.416 0.301 1.306 -0.523
C 0.302 0.818 -1.266 -0.501
C 0.029 0.277 1.057 -0.497
C -0.551 0.455 -0.206 1.022
C -2.321 -0.194 -1.876 -0.164
C -1.893 0.355 -0.547 -0.112
N -3.763 -2.080 0.634 0.649
O -3.449 -2.102 -0.545 -0.373
O -1.597 -0.778 -2.626 -0.463
O -3.859 -2.962 1.479 -0.425
Br -3.258 0.308 0.682 -0.008
H 3.230 0.572 0.641 0.280
H 2.303 1.033 -1.864 0.370
H 1.850 0.332 2.361 0.298
H -0.014 1.130 -2.173 0.491
H -0.601 -0.087 1.770 0.429
H -3.377 -0.056 -2.111 0.441
```

electronic energy: -86061.5851 eV
highest occupied orbital energy (alpha / beta): -9.57 / -8.18 eV
energy above the lowest of the compared OMol25 structures with the same formula, charge and spin: 80.7 kcal/mol
E_LUMO (alpha / beta): -1.8 / -1.8 eV
2S+1: 1

***

Record 10
Computed, not measured: a 2-piece molecular cluster, C7H9IOS overall, with ωB97M-V/def2-TZVPD.

Geometry as XYZ:
```
19
Properties=species:S:1:pos:R:3:mulliken_charge:R:1
C 0.035 2.301 1.030 -0.323
C -1.175 1.627 0.886 -0.610
C 0.730 2.439 -0.139 -0.601
C -1.430 1.230 -0.428 0.613
C 1.384 -1.195 -0.223 -0.424
C -0.767 -2.042 -0.678 -0.599
C -2.443 0.475 -0.961 -0.811
O 0.395 -1.598 -1.139 -0.267
S -0.125 1.768 -1.486 -0.115
I -4.084 -0.175 0.166 0.041
H 0.400 2.675 1.973 0.393
H -1.853 1.420 1.694 0.367
H 1.667 2.929 -0.307 0.445
H 2.321 -1.674 -0.515 0.266
H 1.128 -1.472 0.802 0.310
H 1.519 -0.108 -0.275 0.070
H -0.969 -2.117 0.376 0.341
H -1.444 -2.409 -1.422 0.390
H -2.516 0.278 -2.013 0.514
```

electronic energy: -28384.4834 eV
highest occupied orbital energy (alpha / beta): -6.71 / -7.11 eV
energy above the lowest of the compared OMol25 structures with the same formula, charge and spin: 13.5 kcal/mol
E_LUMO (alpha / beta): -0.7 / 0.5 eV
2S+1: 1

***

Record 11
Computed, not measured: a 2-piece molecular cluster, C12H15FNO overall at a distorted geometry, with ωB97M-V/def2-TZVPD.

Geometry as XYZ:
```
30
Properties=species:S:1:pos:R:3:mulliken_charge:R:1
C -0.897 -1.165 -2.848 -0.278
C -0.778 0.134 -2.291 -0.552
C -0.628 -2.182 -1.988 -0.682
C -0.574 0.324 -0.987 0.013
C -0.141 -2.026 -0.562 -0.246
C -0.241 -0.654 -0.057 0.284
C -0.626 3.176 1.563 -0.865
C -1.042 1.899 1.730 0.760
C 3.439 -0.973 -0.704 0.805
C -2.451 1.498 1.998 -1.345
C 4.572 -1.274 -1.202 -0.913
C -0.028 0.746 1.898 -1.077
N -0.270 -0.475 1.226 0.438
O 2.384 -0.588 -0.279 -0.451
F -0.123 -1.560 1.996 -0.228
H -1.290 -1.390 -3.892 0.352
H -1.180 0.979 -3.007 0.322
H -1.086 -3.129 -2.254 0.376
H -0.672 1.361 -0.549 0.357
H -0.714 -2.667 0.187 0.404
H 0.359 3.509 1.244 0.294
H -1.302 4.084 1.528 0.269
H -3.145 2.082 1.297 0.323
H -2.780 1.684 3.074 0.308
H -2.602 0.528 1.819 0.419
H 5.410 -1.674 -0.612 0.283
H 0.869 -2.428 -0.506 0.370
H 4.557 -1.521 -2.262 0.253
H 0.919 1.102 1.552 0.367
H 0.060 0.601 2.885 0.640
```

electronic energy: -18929.8809 eV
highest occupied orbital energy: -12.77 eV
charge: +1
energy above the lowest of the compared OMol25 structures with the same formula, charge and spin: 66.9 kcal/mol
E_LUMO: -4.8 eV
2S+1: 1

***

Record 12
Computed, not measured: one molecule with the formula C4H7NO2, with ωB97M-V/def2-TZVPD.

Geometry as XYZ:
```
14
Properties=species:S:1:pos:R:3:mulliken_charge:R:1
C 1.342 1.256 0.168 -1.140
C 0.686 -0.012 0.535 0.281
C -0.694 -0.258 0.967 -0.453
N -0.863 -1.163 -0.144 -0.172
C -1.019 -0.587 -1.500 0.574
O -1.597 -1.302 -2.302 -0.651
O -0.481 0.545 -1.535 -0.628
H 0.636 2.081 0.089 0.294
H 1.880 1.159 -0.778 0.309
H 2.090 1.445 0.956 0.406
H 1.334 -0.878 0.652 0.326
H -1.353 0.612 0.948 0.216
H -0.758 -0.795 1.917 0.384
H -1.202 -2.104 0.027 0.253
```

electronic energy: -9844.0382 eV
highest occupied orbital energy: -9.16 eV
energy above the lowest of the compared OMol25 structures with the same formula, charge and spin: 74.7 kcal/mol
E_LUMO: -1.2 eV
2S+1: 1

***

- What is the formula in the sixth record?
  C4H5NO

***

Copy entry 9 word for word.
Computed, not measured: C8H6BrNO3 as an isolated structure at a distorted geometry, with ωB97M-V/def2-TZVPD.

Geometry as XYZ:
```
19
Properties=species:S:1:pos:R:3:mulliken_charge:R:1
C 2.196 0.688 0.240 -0.234
C 1.645 0.904 -1.039 -0.680
C 1.416 0.301 1.306 -0.523
C 0.302 0.818 -1.266 -0.501
C 0.029 0.277 1.057 -0.497
C -0.551 0.455 -0.206 1.022
C -2.321 -0.194 -1.876 -0.164
C -1.893 0.355 -0.547 -0.112
N -3.763 -2.080 0.634 0.649
O -3.449 -2.102 -0.545 -0.373
O -1.597 -0.778 -2.626 -0.463
O -3.859 -2.962 1.479 -0.425
Br -3.258 0.308 0.682 -0.008
H 3.230 0.572 0.641 0.280
H 2.303 1.033 -1.864 0.370
H 1.850 0.332 2.361 0.298
H -0.014 1.130 -2.173 0.491
H -0.601 -0.087 1.770 0.429
H -3.377 -0.056 -2.111 0.441
```

electronic energy: -86061.5851 eV
highest occupied orbital energy (alpha / beta): -9.57 / -8.18 eV
energy above the lowest of the compared OMol25 structures with the same formula, charge and spin: 80.7 kcal/mol
E_LUMO (alpha / beta): -1.8 / -1.8 eV
2S+1: 1